No. 1
ORCA calculation (ωB97M-V/def2-TZVPD) on an isolated molecule of C3H8N2O.

Element x y z (Å)
C 1.90 -1.19 -0.14
C 0.85 -0.09 0.22
N -0.52 -0.43 -0.30
C -1.75 0.25 -0.02
N -1.65 1.58 0.42
O -2.84 -0.27 -0.18
H 2.26 -0.81 -1.08
H 2.66 -1.17 0.63
H 1.44 -2.18 -0.01
H 1.17 0.88 -0.35
H 0.76 0.01 1.28
H -0.82 -0.68 -1.32
H -2.58 1.94 0.71
H -0.87 2.18 0.15

HOMO: -9.4 eV
Gap between HOMO and LUMO: 10.223 eV
SMILES string: CCNC(N)=O
ΔE to the lowest compared entry with this formula, charge and spin: 1.327 eV

No. 2
ORCA calculation (ωB97M-V/def2-TZVPD) on a structure of composition C25H29B2Cl3F4N9O6STi.

Element x y z (Å)
Ti -0.22 -0.16 -0.48
C -0.05 4.09 0.01
C -0.32 2.70 -0.45
N 0.23 1.66 0.10
O 1.09 1.84 1.14
B 0.39 1.48 2.39
F 1.17 1.82 3.46
F -0.85 2.10 2.41
O 0.15 -0.01 2.47
N -0.65 -0.46 1.47
C -1.48 -1.44 1.76
C -1.62 -2.05 3.11
C -2.23 -1.88 0.62
N -1.91 -1.24 -0.47
O -2.52 -1.57 -1.63
B -3.11 -0.36 -2.31
F -3.80 -0.74 -3.39
F -3.86 0.31 -1.36
O -2.01 0.58 -2.73
N -1.33 1.06 -1.65
C -1.21 2.35 -1.53
C -1.89 3.36 -2.38
C -3.26 -2.96 0.66
H -0.78 4.36 0.77
H -0.11 4.80 -0.81
H 0.93 4.12 0.47
H -1.21 -1.38 3.86
H -1.07 -2.99 3.14
H -2.66 -2.25 3.34
H -2.57 2.85 -3.06
H -1.17 3.94 -2.95
H -2.47 4.04 -1.75
H -3.07 -3.65 1.47
H -3.25 -3.49 -0.29
H -4.25 -2.53 0.77
Cl 5.43 -3.88 -2.62
C 4.27 -2.91 -1.81
C 4.59 -1.59 -1.48
C 3.65 -0.80 -0.87
Cl 3.93 0.84 -0.48
C 2.37 -1.30 -0.55
O 1.47 -0.57 0.02
C 2.10 -2.65 -0.86
Cl 0.52 -3.15 -0.39
C 3.02 -3.45 -1.50
H 5.57 -1.19 -1.71
H 2.78 -4.47 -1.77
N 3.15 -0.05 4.32
C 3.23 -1.30 3.85
S 2.22 -1.75 2.58
N 4.14 -2.11 4.40
C 4.45 -3.46 4.18
C 3.59 -4.35 3.54
C 3.96 -5.67 3.38
C 5.19 -6.12 3.85
C 6.04 -5.24 4.49
C 5.68 -3.92 4.66
H 2.46 0.59 3.96
H 3.67 0.23 5.14
H 4.77 -1.68 5.08
H 2.63 -4.01 3.19
H 3.29 -6.36 2.89
H 5.47 -7.16 3.71
H 7.00 -5.58 4.85
H 6.35 -3.24 5.17
C 2.64 0.87 -5.88
N 1.99 0.57 -4.63
C 1.07 -0.52 -4.44
C 0.76 -0.37 -2.96
O 0.08 -1.12 -2.26
N 1.39 0.71 -2.48
C 2.12 1.24 -3.47
N 2.88 2.30 -3.28
H 2.41 0.08 -6.58
H 3.72 0.92 -5.75
H 2.28 1.82 -6.29
H 1.51 -1.49 -4.68
H 0.15 -0.40 -5.03
H 2.98 2.63 -2.33
H 3.50 2.64 -3.99

HOMO (alpha / beta): -9.5 / -9.5 eV
Net charge: +1
Gap between HOMO and LUMO (alpha / beta): 4.441 / 4.450 eV
ΔE to the lowest compared entry with this formula, charge and spin: 2.300 eV

No. 3
ORCA calculation (ωB97M-V/def2-TZVPD) on a structure of composition C21H24N2O2Pd.

Element x y z (Å)
Pd -0.61 -1.28 -0.58
O 0.17 -1.77 -2.78
C -0.17 -0.77 -3.50
C 0.47 -0.49 -4.73
C 0.18 0.63 -5.47
C -0.82 1.51 -5.07
C -1.52 1.25 -3.90
C -1.23 0.14 -3.11
C -1.95 -0.16 -1.90
N -2.80 0.65 -1.33
C -3.41 0.17 -0.13
C -2.48 0.39 1.09
N -1.56 -0.68 1.29
C -0.27 -0.31 1.88
C 0.31 -1.50 2.60
C 0.68 -1.41 3.93
C 1.30 -2.46 4.61
C 1.53 -3.64 3.93
C 1.18 -3.76 2.60
C 0.56 -2.71 1.88
O 0.28 -2.90 0.64
H 1.27 -1.16 -5.05
H 0.74 0.84 -6.38
H -1.04 2.39 -5.65
H -2.32 1.91 -3.58
H -2.00 -1.29 -1.65
H -3.64 -0.92 -0.18
H -4.35 0.72 0.02
H -3.13 0.49 2.00
H -1.99 1.37 0.93
H -0.42 0.50 2.62
H 0.50 -0.48 4.46
H 1.59 -2.36 5.65
H 2.01 -4.48 4.43
H 1.38 -4.68 2.06
C 1.14 1.90 -0.87
C 1.24 1.52 0.61
C 2.72 1.55 1.03
C 0.52 2.59 1.45
C 0.71 0.09 0.76
H 1.63 2.86 -1.07
H 0.10 1.96 -1.18
H 1.61 1.13 -1.48
H 3.12 2.57 1.00
H 3.32 0.94 0.36
H 2.84 1.17 2.04
H 0.94 3.57 1.23
H 0.66 2.39 2.51
H -0.54 2.61 1.23
H 1.56 -0.60 0.73

HOMO (alpha / beta): -0.1 / -0.1 eV
Net charge: -2
Gap between HOMO and LUMO (alpha / beta): 5.294 / 5.334 eV

No. 4
ORCA calculation (ωB97M-V/def2-TZVPD) on a cluster of 2 separate species, C4H12 in total.

Element x y z (Å)
C -1.26 1.27 1.05
C -0.55 1.85 -0.15
H -0.52 0.76 1.74
H -1.74 2.05 1.50
H -2.00 0.43 0.89
H -0.17 2.87 0.03
H -1.42 1.76 -0.89
H 0.17 1.00 -0.52
C 1.61 -1.35 -0.80
C 0.27 -1.71 -0.11
H 1.26 -0.98 -1.72
H 2.18 -0.64 -0.33
H 2.05 -2.34 -0.77
H -0.19 -2.63 -0.58
H 0.30 -1.93 1.01
H -0.33 -0.76 -0.29

HOMO: -11.1 eV
Gap between HOMO and LUMO: 12.215 eV
SMILES string: CC.CC
ΔE to the lowest compared entry with this formula, charge and spin: 1.431 eV